The following is a quantum chemistry calculation of a structure of composition C50H51AlN2O3P2SeTe, from the OMol25 dataset.

The geometry in XYZ format:
```
111
Properties=species:S:1:pos:R:3
Al -0.18861 -0.69431 0.40893
O 1.56141 -1.21030 0.49796
P 2.73477 -1.24951 1.46002
C 2.17942 -1.17144 3.20510
P 0.39564 -0.78977 3.50222
O -0.39709 -1.00618 2.22919
C -0.08930 -1.99016 4.73006
C 0.27558 -1.77078 6.06052
C 0.02008 -2.74917 7.00859
C -0.59701 -3.93569 6.62874
C -0.97129 -4.14353 5.30872
C -0.71505 -3.17380 4.35137
C 0.14888 0.83480 4.18263
C 1.11603 1.54396 4.89390
C 0.80119 2.78544 5.41882
C -0.47209 3.31216 5.23519
C -1.44102 2.59533 4.54790
C -1.13850 1.35054 4.02241
C 3.57977 -2.81132 1.28008
C 4.48287 -3.25569 2.24656
C 5.21704 -4.40782 2.01931
C 5.05573 -5.10612 0.82935
C 4.15614 -4.66421 -0.13067
C 3.41548 -3.51237 0.08799
C 3.91677 0.02510 1.05950
C 3.88137 0.52833 -0.24269
C 4.88659 1.38490 -0.66696
C 5.91594 1.73431 0.19786
C 5.94096 1.24179 1.49716
C 4.94654 0.37866 1.92837
H 2.81080 -0.49004 3.78125
H 2.31418 -2.17200 3.60748
H 0.73737 -0.83522 6.35718
H 0.28828 -2.57969 8.04317
H -0.79265 -4.69908 7.37113
H -1.47002 -5.06084 5.02443
H -1.00961 -3.32530 3.31770
H 2.11733 1.14280 5.02386
H 1.54887 3.34282 5.96852
H -0.70285 4.29788 5.62028
H -2.43054 3.01094 4.41163
H -1.88671 0.78744 3.47564
H 4.61341 -2.70710 3.17424
H 5.91691 -4.75893 2.76616
H 5.63375 -6.00407 0.65248
H 4.03304 -5.21476 -1.05399
H 2.70429 -3.16217 -0.64968
H 3.06355 0.26768 -0.90797
H 4.86274 1.77343 -1.67811
H 6.70452 2.39634 -0.13973
H 6.74051 1.52547 2.16940
H 4.97690 -0.01166 2.94236
Se -1.25882 -2.48443 -0.61690
C -2.92989 -2.25155 0.31983
C -3.72879 -3.35785 0.56723
C -4.90838 -3.18642 1.27728
N -5.33211 -2.01255 1.74813
C -4.56772 -0.95277 1.49239
C -3.37454 -1.01534 0.78508
H -3.44220 -4.34233 0.21898
H -5.54522 -4.03915 1.48868
H -4.92728 0.00302 1.86526
H -2.82093 -0.10207 0.59806
C 1.20365 2.45143 1.30860
C -0.19134 2.15035 0.77179
O -1.07639 2.97081 1.02148
N -0.33015 1.04299 -0.01743
Te -1.64415 2.13550 -1.91371
C -3.17122 2.24344 -3.45190
C -4.41523 1.62408 -3.30798
C -4.75282 0.68762 -2.17231
C -5.41098 1.88403 -4.24938
C -5.20710 2.74806 -5.30996
C -6.30196 3.05742 -6.29705
C -3.95810 3.35321 -5.43462
C -2.93245 3.12223 -4.52958
C -1.60632 3.81744 -4.74351
C -0.22854 1.09907 -3.10771
C -0.55757 -0.11747 -3.72157
C -1.94414 -0.70868 -3.65929
C 0.42871 -0.78672 -4.44516
C 1.70929 -0.27116 -4.59247
C 2.75732 -0.99051 -5.40587
C 2.00719 0.93924 -3.97124
C 1.06530 1.63414 -3.22156
C 1.47435 2.93487 -2.57034
H 1.16009 3.33053 1.94843
H 1.88152 2.63414 0.47576
H 1.60359 1.61301 1.87387
H -3.96237 0.65378 -1.43138
H -4.91275 -0.33130 -2.53273
H -5.67044 1.00272 -1.67170
H -6.37426 1.39382 -4.13729
H -7.18534 2.44453 -6.12019
H -5.96289 2.88915 -7.32078
H -6.59609 4.10664 -6.21999
H -3.78067 4.03554 -6.26229
H -1.66347 4.49838 -5.59203
H -0.81387 3.09144 -4.94273
H -1.32053 4.39991 -3.86514
H -2.33097 -0.70783 -2.64236
H -1.94281 -1.73912 -4.01266
H -2.63195 -0.13234 -4.28121
H 0.17983 -1.73372 -4.91569
H 2.33363 -1.84724 -5.93081
H 3.57039 -1.34953 -4.76838
H 3.19719 -0.31889 -6.14705
H 3.00618 1.35759 -4.08417
H 2.56000 3.01454 -2.51486
H 1.07071 3.02303 -1.56373
H 1.11153 3.79423 -3.13977
```

Results
multiplicity	2
DFT total energy	-159615.5632	eV
E_LUMO (alpha / beta)	-2.4 / -3.5	eV
total charge	+1
HOMO level (alpha / beta)	-9.730 / -10.004	eV
energy above the lowest of the compared OMol25 structures with the same formula, charge and spin	0.947	eV
frontier orbital gap (alpha / beta)	7.310 / 6.498	eV

---

The following is a quantum chemistry calculation of a structure of composition C50H51Br2ClN5O5Rb at a distorted geometry, from the OMol25 dataset.

The geometry in XYZ format:
```
115
Properties=species:S:1:pos:R:3
Rb -0.04601 0.13636 0.16909
C 1.43325 -5.33509 3.39507
C 1.49183 -3.91320 2.84715
C 2.88229 -3.52007 2.32403
C 1.00498 -2.90064 3.82502
C 1.58892 -2.79639 5.07482
C 1.19671 -1.78767 5.93158
C 0.17929 -0.94866 5.55219
C -0.49896 -1.08504 4.36246
C -1.72884 -0.23395 4.11705
C -2.96473 -1.11804 4.06220
C -1.64705 0.73542 2.94493
C -0.05085 -2.04396 3.43503
N -0.58033 -2.11077 2.13836
C -1.09290 -3.23348 1.72920
O -1.44300 -4.19453 2.45316
C -1.07029 -3.54811 0.20268
C -1.07715 -4.89806 -0.20993
C -0.93479 -5.17036 -1.55514
C -0.82146 -4.16739 -2.47237
C -0.84441 -2.86729 -2.00804
N -0.94331 -2.56858 -0.69702
C -0.77719 -1.76108 -3.07311
O -1.00340 -2.18908 -4.22213
N -0.49785 -0.53414 -2.70353
C -0.45415 0.44323 -3.70136
C 0.71189 1.24865 -3.79338
C 0.82791 2.19586 -4.81149
C -0.20856 2.39877 -5.69891
C -1.38761 1.67423 -5.58920
C -1.52900 0.71508 -4.58988
C -2.88567 0.03786 -4.43839
C -3.31874 -0.62305 -5.75817
C -3.97703 1.03490 -3.97431
C 1.89189 1.00824 -2.85733
C 2.76954 -0.11626 -3.45987
C 2.72598 2.24466 -2.51131
H 1.84707 -6.00737 2.63557
H 0.41164 -5.63283 3.64518
H 2.05128 -5.49114 4.27641
H 0.85470 -3.94605 1.94155
H 3.61313 -3.62124 3.11910
H 2.93164 -2.47905 1.96955
H 3.16865 -4.17479 1.49777
H 2.42045 -3.49291 5.34825
H 1.68756 -1.64943 6.87874
H -0.20404 -0.19767 6.28698
H -1.80394 0.32723 5.03986
H -2.95982 -1.83806 3.23074
H -3.90803 -0.54515 4.02252
H -3.03931 -1.64210 5.02073
H -1.83212 0.24314 2.01032
H -0.67215 1.24843 2.87628
H -2.40541 1.50160 3.06968
H -1.15071 -5.63735 0.55945
H -0.88433 -6.20403 -1.91177
H -0.69343 -4.33502 -3.52828
H 1.76041 2.72872 -4.85099
H -0.04532 3.09428 -6.53146
H -2.19501 1.81216 -6.30440
H -2.81355 -0.71486 -3.68037
H -3.50612 0.12828 -6.54913
H -4.21906 -1.17202 -5.60312
H -2.54111 -1.29361 -6.08967
H -4.11769 1.82408 -4.74160
H -3.66411 1.56902 -3.06876
H -4.95104 0.56300 -3.81990
H 1.53076 0.64555 -1.90651
H 2.97111 0.11337 -4.52112
H 2.26157 -1.07233 -3.40326
H 3.72836 -0.22112 -2.93154
H 3.29337 2.62278 -3.35184
H 3.41503 1.99160 -1.71118
H 2.11156 3.04161 -2.15150
Br -7.47639 -0.45606 2.95814
C -5.97405 -0.44138 1.83077
C -5.38404 -1.60669 1.43095
C -4.22294 -1.53945 0.67209
N -3.66794 -0.38255 0.29338
C -4.28069 0.74212 0.68361
C -5.44428 0.75775 1.44456
C -3.63340 2.01929 0.23698
C -4.32370 3.21907 0.33074
C -3.70758 4.36059 -0.13623
Br -4.59868 6.01156 -0.09325
C -2.47447 4.27162 -0.72946
C -1.85483 3.02267 -0.76982
N -2.39106 1.92636 -0.30246
H -5.69655 -2.57945 1.78302
H -3.66906 -2.43368 0.40499
H -5.89421 1.69263 1.80695
H -5.33413 3.31183 0.73414
H -1.93780 5.14119 -1.10493
H -0.86688 2.93341 -1.20752
C 4.47585 4.83123 2.04839
C 5.13120 4.04478 0.96176
C 5.63415 4.67219 -0.16366
C 6.19273 3.89367 -1.16967
Cl 6.52861 4.65093 -2.71067
C 6.37600 2.53104 -1.03046
C 5.93936 1.91044 0.12767
C 5.23066 2.64326 1.07456
O 4.70237 2.13202 2.20820
C 4.26957 0.78392 2.17201
C 3.14970 0.50314 1.13870
O 3.09376 -0.65900 0.68613
O 2.39075 1.49073 0.85457
H 4.44694 5.90397 1.86760
H 5.02462 4.66545 2.97453
H 3.43633 4.48044 2.20805
H 5.56425 5.73463 -0.33571
H 6.83593 1.98007 -1.83218
H 6.09261 0.84574 0.28150
H 3.83660 0.56443 3.14443
H 5.10751 0.13104 2.01617
```

Results
multiplicity	1
DFT total energy	-223633.9770	eV
E_LUMO	3.1	eV
total charge	-2
HOMO level	-2.575	eV
energy above the lowest of the compared OMol25 structures with the same formula, charge and spin	0.000	eV
frontier orbital gap	5.703	eV

---

Number 2 is which compound? C50H51Br2ClN5O5Rb